[1]
Formula: C4H9N3S
Source: OMol25
Level of theory: ωB97M-V with the def2-TZVPD basis set

Geometry as XYZ:
```
17
Properties=species:S:1:pos:R:3:forces:R:3:nbo_charge:R:1
C -3.5085 0.2027 -0.2418 -0.48 -0.59 -0.11 -0.497
C -2.2029 0.3159 0.0307 -0.31 -0.17 -0.29 0.001
N -1.3350 -0.7660 0.1418 -0.09 -0.88 -0.30 -0.600
C 0.0534 -0.6606 0.2118 -0.09 -0.26 -0.05 0.390
C 0.6518 0.5359 0.8968 0.48 -0.22 -1.00 -0.590
S 1.4200 1.6988 -0.3015 -0.36 0.02 0.22 -0.048
N 0.7115 -1.6381 -0.2756 -0.16 0.10 -0.22 -0.329
N 2.1136 -1.5353 -0.1881 0.54 -0.33 1.46 -0.676
H -3.9993 -0.7879 -0.4283 0.67 0.95 0.29 0.195
H -4.1795 1.0622 -0.3005 0.50 -0.20 0.01 0.213
H -1.7032 1.2767 0.1358 -0.34 -0.08 0.09 0.201
H -1.6348 -1.6825 -0.2454 0.24 1.12 0.41 0.410
H -0.0736 1.0449 1.4724 -0.85 0.75 0.35 0.238
H 1.4061 0.2718 1.6083 0.52 -0.49 0.32 0.229
H 2.2000 0.7621 -0.8533 0.06 -0.09 -0.02 0.159
H 2.4958 -2.4204 -0.5278 -0.26 0.36 0.11 0.367
H 2.3749 -1.4958 0.8312 -0.07 0.01 -1.26 0.337
```
Forces are in eV/Å.

## Properties
HOMO-LUMO gap: 8.8 eV
SMILES: C=CN/C(CS)=N/N
E_HOMO: -8.0 eV
LUMO level: 0.839 eV
total charge: 0
E: -720.2073 Ha

[2]
Formula: C4H9N3S
Source: OMol25
Level of theory: ωB97M-V with the def2-TZVPD basis set

Geometry as XYZ:
```
17
Properties=species:S:1:pos:R:3:forces:R:3:nbo_charge:R:1
C 1.7811 -2.9949 0.4164 -3.17 -1.65 -0.55 -0.620
C 2.3447 -1.8197 1.2139 1.96 0.23 -2.73 -0.479
C 1.4434 -0.6891 1.1951 -1.96 4.89 -0.52 0.076
N 0.6021 -0.3486 0.2652 1.95 -2.79 0.85 -0.275
N -0.0714 0.8052 0.3037 0.14 -1.39 -0.42 -0.435
C -1.0636 0.9597 -0.6555 -0.01 0.99 0.25 0.307
N -1.0200 -0.0602 -1.5604 1.08 -1.42 -0.81 -0.826
S -2.1310 2.3191 -0.5529 1.38 -1.84 -0.49 -0.277
H 1.2585 -2.7441 -0.7336 2.04 -0.56 3.49 0.224
H 0.7144 -3.2039 1.1339 3.13 -0.25 -2.37 0.212
H 2.5372 -3.9265 0.3442 -2.10 2.14 0.24 0.236
H 2.4055 -2.0593 2.2603 0.89 -0.48 0.33 0.233
H 3.3796 -1.4042 0.7192 -2.10 -1.14 1.59 0.226
H 1.6079 0.1478 1.9719 -0.04 -1.34 -0.56 0.139
H 0.2932 1.3925 1.0155 -0.93 1.55 0.38 0.396
H -1.4633 0.0548 -2.4886 0.19 0.06 1.38 0.419
H -0.2447 -0.8726 -1.4542 -2.45 3.01 -0.05 0.445
```
Forces are in eV/Å.

## Properties
HOMO-LUMO gap: 8.6 eV
SMILES: CC/C=N/NC(N)=S
E_HOMO: -8.2 eV
LUMO level: 0.411 eV
total charge: 0
E: -720.1566 Ha

[3]
Formula: C4H9N3S
Source: OMol25
Level of theory: ωB97M-V with the def2-TZVPD basis set

Geometry as XYZ:
```
17
Properties=species:S:1:pos:R:3:forces:R:3:nbo_charge:R:1
C 2.0123 0.8559 -0.0486 0.37 -3.10 0.61 0.582
C -0.2199 0.4613 -0.4265 -2.11 0.06 0.58 0.397
C 1.7287 -0.6496 -0.3028 0.52 1.44 -0.88 -0.304
C -3.6848 0.0376 0.7816 0.23 0.71 -0.69 -0.880
N 0.7930 1.3726 -0.2548 -0.16 4.04 0.55 -0.601
N 0.2790 -0.7325 -0.3252 0.96 3.05 -1.31 -0.516
N 3.2098 1.3237 0.2456 -2.70 1.53 -0.08 -0.656
S -2.9551 0.5226 -0.7170 1.06 0.38 -0.35 0.651
H 2.2827 -0.7120 -1.2578 -0.66 -1.13 -0.07 0.288
H 1.9403 -1.3711 0.4081 1.98 -1.08 1.49 0.284
H -4.7614 0.2197 0.6950 -0.30 -0.71 -0.45 0.340
H -3.4928 0.6543 1.5988 0.66 1.95 1.29 0.291
H -3.2744 -0.8613 1.1072 -0.34 -2.25 0.18 0.262
H 0.5560 2.4131 -0.1969 0.49 -1.88 -0.18 0.481
H -0.2835 -1.4725 -0.6174 -0.62 -1.97 -0.39 0.459
H 4.0304 0.7605 0.2912 0.45 -0.73 0.10 0.465
H 3.3107 2.2998 0.5423 0.16 -0.31 -0.41 0.457
```
Forces are in eV/Å.

## Properties
HOMO-LUMO gap (alpha / beta): 7.3 / 7.3 eV
E_HOMO (alpha / beta): -17.9 / -17.7 eV
LUMO level (alpha / beta): -10.532 / -10.479 eV
total charge: +2
E: -719.4937 Ha

[4]
Formula: C4H9N4
Source: OMol25
Level of theory: ωB97M-V with the def2-TZVPD basis set

Geometry as XYZ:
```
17
Properties=species:S:1:pos:R:3:forces:R:3:mulliken_spin:R:1
C -0.4830 -0.9361 1.2372 -1.91 -0.15 0.20 0.114
C -1.4588 -0.4531 0.3119 -2.11 -0.64 -1.51 0.139
C -0.3687 1.5262 -0.4926 -0.01 1.62 3.91 0.773
C 2.5726 -0.2219 -0.2877 4.15 -1.36 -1.43 0.013
N 0.7569 -0.9304 0.9531 1.82 -0.11 1.08 0.359
N 1.4239 -0.0827 0.4069 -1.43 1.01 0.78 0.403
N -1.2565 0.5147 -0.6373 1.59 -0.56 3.16 -0.010
N -2.6448 -1.1210 0.2417 0.63 3.59 -2.08 0.153
H -0.7700 -1.4899 2.1037 -0.42 -0.44 0.17 0.008
H -0.1267 1.9242 0.5591 -0.49 -0.99 -1.89 -0.006
H 0.0576 2.0214 -1.2932 0.41 0.65 -1.68 0.021
H 2.4281 0.4284 -1.1888 0.78 -0.34 0.65 0.026
H 3.5060 0.1108 0.3769 -1.93 -0.41 -1.60 0.028
H 2.7510 -1.2999 -0.6337 -0.08 1.42 0.41 -0.004
H -1.6316 0.4623 -1.5169 -1.58 -0.75 -2.41 -0.009
H -2.8311 -1.9440 0.6772 -0.08 -2.74 1.78 -0.002
H -3.3906 -0.8464 -0.4072 0.67 0.19 0.47 -0.008
```
Forces are in eV/Å.

## Properties
HOMO-LUMO gap (alpha / beta): 6.9 / 7.5 eV
E_HOMO (alpha / beta): -11.1 / -13.4 eV
LUMO level (alpha / beta): -4.222 / -5.955 eV
spin multiplicity: 3
total charge: +1
E: -376.4108 Ha

The evaluated energy relative to the best compared isomer or geometry (same formula, charge and spin) for the records listed, in turn: 41.5 73.2 63.8 40.7 kcal/mol.
The evaluated largest force on an atom for the records listed, in turn: 0.0310 0.1028 0.0793 0.0893 hartree/bohr.